1.
{
  "formula": "C4H9NO2",
  "method": "wB97M-V/def2-TZVPD",
  "elements": ["C", "C", "C", "O", "N", "C", "O", "H", "H", "H", "H", "H", "H", "H", "H", "H"],
  "xyz": [[1.593, -0.477, 0.555], [0.746, 0.458, 1.383], [0.359, 1.774, 0.891], [-0.615, 0.744, 1.013], [-0.619, -1.288, -1.388], [-1.800, -0.916, -1.657], [-2.374, 0.094, -1.013], [1.336, -1.516, 0.775], [2.657, -0.349, 0.789], [1.467, -0.281, -0.509], [0.833, 0.327, 2.457], [0.229, 2.596, 1.584], [0.641, 2.017, -0.134], [-1.694, 0.330, -0.329], [-0.390, -2.070, -1.985], [-2.418, -1.398, -2.426]],
  "mulliken_charge": [-1.252, 0.239, -0.294, -0.514, -0.416, -0.005, -0.504, 0.265, 0.358, 0.314, 0.353, 0.248, 0.221, 0.496, 0.171, 0.320],
  "max_force_ev_per_a": 0.46,
  "multiplicity": 1,
  "smiles": "C[C@H]1CO1.[H]/N=C/O",
  "gap_ev": 11.10
}

---

2.
{
  "formula": "C4H9NO2",
  "method": "wB97M-V/def2-TZVPD",
  "elements": ["C", "C", "C", "C", "O", "O", "N", "H", "H", "H", "H", "H", "H", "H", "H", "H"],
  "xyz": [[-1.518, -0.066, -1.248], [-0.571, 0.132, -0.044], [0.795, -0.521, -0.342], [1.658, -0.565, 0.895], [1.028, -1.115, 1.950], [2.809, -0.223, 0.952], [-0.308, 1.539, 0.286], [-1.236, 0.623, -2.047], [-2.546, 0.132, -0.970], [-1.420, -1.091, -1.609], [-1.053, -0.279, 0.843], [0.709, -1.554, -0.671], [1.309, 0.133, -1.037], [1.703, -1.167, 2.643], [-1.012, 1.889, 0.931], [-0.348, 2.133, -0.532]],
  "mulliken_charge": [-1.330, 0.152, -0.576, 0.463, -0.437, -0.563, -0.598, 0.311, 0.363, 0.336, 0.442, 0.377, 0.255, 0.336, 0.241, 0.228],
  "max_force_ev_per_a": 1.29,
  "multiplicity": 1,
  "smiles": "C[C@H](N)CC(=O)O",
  "gap_ev": 10.40
}

---

Energy above the lowest of the compared OMol25 structures with the same formula, charge and spin in kcal/mol, matching the order above: 57.0; 11.9